13
Properties=species:S:1:pos:R:3:forces:R:3 method="wB97M-V/def2-TZVPD" relative_energy_kj_mol=467.0 homo_lumo_gap_ev=9.2433 e_tot_ev=-17593.08952 smiles="C=NSCOC" homo_ev=-8.46 multiplicity=1 fmax_ev_per_a=6.0
C 1.2194 0.9981 -2.1581 0.76 1.15 5.80
N 0.5078 1.0873 -1.0272 2.56 -0.64 -4.12
S -1.1391 0.9146 -1.2820 -0.63 -1.24 0.82
C -1.3341 0.2855 0.4990 1.35 4.00 -0.23
O -1.2238 -0.9393 1.0068 4.38 -3.19 0.76
C 0.2659 -1.3941 1.4697 -2.87 -3.30 -1.78
H 0.7216 1.0082 -3.0847 0.00 -0.37 -1.41
H 2.3426 1.0665 -1.9035 -1.79 -0.07 -1.28
H -0.5638 1.1872 0.8396 -2.07 -2.58 0.37
H -2.3644 0.4159 0.6602 -1.43 1.40 0.33
H 0.1099 -2.0804 2.3652 -0.36 0.11 -1.69
H 0.9016 -1.9703 0.5989 -1.66 2.15 2.28
H 0.5565 -0.5790 2.0162 1.78 2.58 0.16